(1)
An isolated molecule of C21H26N4O3S in a non-equilibrium geometry, computed with ωB97M-V with the def2-TZVPD basis set.

Geometry as ORCA input:
```
! RIJCOSX wB97M-V def2-TZVPD def2/J DEFGRID3
* xyz 0 1
C -0.260 -1.279 4.681
N -1.266 -2.192 5.165
C -2.479 -2.438 4.648
N -2.918 -1.831 3.516
N -2.258 -0.913 2.804
C -2.802 -0.436 1.752
C -2.142 0.557 0.939
C -2.738 1.018 -0.233
C -2.082 1.943 -1.015
C -0.837 2.453 -0.660
C -0.244 2.027 0.549
C -0.900 1.077 1.313
H -0.471 0.720 2.233
O 0.948 2.584 0.908
C 1.612 2.101 2.050
H 2.561 2.634 2.074
H 1.047 2.318 2.963
H 1.803 1.027 1.981
O -0.315 3.357 -1.545
C 1.080 3.578 -1.598
H 1.461 4.063 -0.696
C 1.889 2.299 -1.852
O 3.029 2.171 -1.466
N 1.192 1.379 -2.554
C 1.671 0.126 -3.007
C 1.624 -0.142 -4.378
C 2.081 -1.365 -4.838
C 2.585 -2.322 -3.968
C 2.606 -2.037 -2.611
C 2.145 -0.829 -2.108
C 2.139 -0.572 -0.635
H 2.382 -1.479 -0.087
H 2.872 0.197 -0.392
H 1.158 -0.217 -0.319
H 2.983 -2.779 -1.921
C 3.111 -3.625 -4.486
H 3.011 -4.409 -3.740
H 2.583 -3.926 -5.389
H 4.169 -3.527 -4.732
H 2.051 -1.575 -5.898
C 1.091 0.887 -5.331
H 0.022 1.043 -5.176
H 1.239 0.566 -6.359
H 1.598 1.841 -5.189
H 0.311 1.683 -2.949
H 1.222 4.255 -2.447
H -2.523 2.302 -1.932
H -3.702 0.641 -0.537
H -3.794 -0.768 1.423
H -3.853 -2.126 3.222
S -3.499 -3.521 5.381
H -1.083 -2.693 6.021
H -0.612 -0.246 4.735
H 0.629 -1.386 5.297
H -0.009 -1.504 3.644
*
```

Values from the calculation:
- HOMO energy (eV) = -7.8779
- SMILES string = CNC(=S)N/N=C/c1ccc(OCC(=O)Nc2c(C)cc(C)cc2C)c(OC)c1
- LUMO energy (eV) = 0.1


(2)
A structure of composition C43H35N4O2S6Tc, computed with ωB97M-V with the def2-TZVPD basis set.

Geometry as ORCA input:
```
! RIJCOSX wB97M-V def2-TZVPD def2/J DEFGRID3
* xyz 1 4
Tc 0.977 -1.118 3.206
C 2.354 2.806 4.619
C 2.151 1.386 4.233
N 1.085 0.944 3.657
N 0.057 1.811 3.390
C -1.067 1.158 3.258
N -2.180 1.810 2.927
S -1.253 -0.584 3.556
C 3.161 0.341 4.520
C 4.352 0.599 5.160
C 5.230 -0.448 5.409
C 4.891 -1.725 5.003
C 3.679 -1.924 4.370
N 2.830 -0.915 4.141
H 1.404 3.328 4.620
H 2.815 2.878 5.603
H 3.017 3.295 3.899
H -2.126 2.784 2.679
H -3.005 1.287 2.681
H 4.589 1.609 5.461
H 6.167 -0.265 5.919
H 5.556 -2.563 5.155
H 3.365 -2.903 4.038
C 0.222 6.296 -3.871
C 0.054 5.126 -2.938
C -0.488 3.921 -3.387
C -0.647 2.844 -2.532
C -0.256 2.975 -1.208
C 0.272 4.164 -0.731
C 0.431 5.233 -1.602
S -0.490 1.609 -0.082
O -1.843 1.048 -0.346
C 0.810 0.543 -0.739
C 2.091 0.993 -0.315
C 3.218 0.368 -0.743
C 3.123 -0.793 -1.554
C 4.283 -1.491 -1.967
C 4.182 -2.642 -2.693
C 2.908 -3.154 -3.023
C 1.774 -2.490 -2.653
C 1.847 -1.277 -1.923
C 0.661 -0.553 -1.543
C -0.633 -1.030 -2.132
C -0.803 -0.904 -3.547
C 0.106 -0.160 -4.347
C -0.067 -0.062 -5.696
C -1.158 -0.702 -6.327
C -2.053 -1.413 -5.584
C -1.901 -1.530 -4.179
C -2.821 -2.275 -3.395
C -2.670 -2.350 -2.047
C -1.575 -1.709 -1.422
S -1.354 -1.912 0.345
O -0.914 -3.327 0.551
C -3.060 -1.855 0.898
C -3.382 -2.763 1.896
C -4.627 -2.699 2.507
C -5.558 -1.733 2.140
C -6.904 -1.656 2.814
C -5.222 -0.848 1.114
C -3.983 -0.899 0.490
H -0.112 6.053 -4.878
H 1.267 6.603 -3.923
H -0.353 7.155 -3.520
H -0.793 3.827 -4.423
H -1.084 1.916 -2.880
H 0.553 4.253 0.313
H 0.843 6.168 -1.239
H 2.153 1.869 0.324
H 4.199 0.729 -0.451
H 5.253 -1.097 -1.687
H 5.073 -3.168 -3.009
H 2.830 -4.085 -3.569
H 0.806 -2.907 -2.900
H 0.940 0.346 -3.874
H 0.637 0.507 -6.290
H -1.282 -0.622 -7.400
H -2.899 -1.900 -6.055
H -3.642 -2.784 -3.886
H -3.374 -2.908 -1.443
H -2.660 -3.522 2.173
H -4.879 -3.418 3.279
H -6.861 -2.063 3.823
H -7.652 -2.226 2.258
H -7.256 -0.626 2.871
H -5.949 -0.113 0.787
H -3.743 -0.206 -0.303
S 2.020 -5.073 1.342
C 1.609 -3.673 1.996
S 2.121 -2.098 1.414
S 0.612 -3.423 3.419
*
```

Values from the calculation:
- HOMO energy (alpha / beta) (eV) = -10.1454 / -10.1508
- LUMO energy (alpha / beta) (eV) = -4.4 / -4.9


Across the entries above, energy takes the values -1658.7431; -4498.8302 Eh, respectively.
Across the entries above, energy above the lowest of the compared OMol25 structures with the same formula, charge and spin takes the values 59.5; 10.4 kcal per mole, respectively.